A molecular structure, C44H66CaN2O39. Source: the OMol25 dataset; level of theory: the ωB97M-V functional and the def2-TZVPD basis.

Structure (XYZ):
```
152
C44H66CaN2O39, DFT the ωB97M-V functional and the def2-TZVPD basis
H 2.065 -3.160 5.638
H 3.108 0.666 1.954
H -2.705 -0.862 4.564
O -5.417 0.329 2.964
C 3.544 -3.523 -4.211
H 4.499 1.238 -0.801
H -1.548 -2.196 4.551
H -1.428 3.046 4.191
O 1.523 4.526 6.832
C 2.528 5.266 6.292
H -3.293 3.692 2.992
N 0.270 -0.116 0.346
O -0.513 0.191 -0.549
H 3.328 -5.395 0.393
C -7.502 0.905 -1.235
O 2.010 1.066 -5.605
C 0.259 3.578 -0.916
O -3.822 4.878 -2.670
C 2.628 1.418 -4.394
H 0.998 -7.084 1.168
C 0.379 -3.996 4.703
H 4.487 0.664 -3.383
H -2.840 -4.590 4.579
N -2.375 -3.869 -3.170
H 1.214 4.014 -0.623
O 5.034 0.588 1.944
H -2.435 1.716 0.843
H 3.822 2.332 0.372
O 0.831 0.562 1.179
H 2.861 -1.505 1.290
C 2.087 -2.431 -2.886
H 2.914 -2.208 3.754
H -8.289 1.496 -1.705
H 3.962 -3.016 -5.080
H 4.083 -4.624 -1.686
H -0.020 -4.341 5.657
O -4.046 1.468 -2.037
C -2.936 2.689 2.757
H 5.521 -3.594 -1.327
H -1.152 4.933 0.072
H 3.704 -4.588 -4.377
C -2.536 -2.316 1.846
C 3.895 0.406 1.246
H -1.098 3.777 -6.206
C 1.833 -2.085 3.815
O -5.419 -0.154 -1.593
H -2.344 4.799 -5.655
H 2.368 3.350 -3.530
O 6.350 -0.710 3.247
O 0.288 0.453 5.673
O -1.806 6.059 -2.388
H -3.948 1.807 -5.863
C 0.606 -4.673 -0.275
H 2.987 -7.052 -1.153
H -0.382 -3.753 3.962
O -2.006 4.095 -1.431
O 0.520 -1.303 0.285
H 0.964 -4.767 4.201
C -1.651 4.035 -5.303
C 4.308 -2.957 -2.986
C 2.370 -5.452 0.909
C -2.408 -1.768 4.036
H -3.332 3.194 -4.185
C -3.187 2.345 1.321
H 2.664 2.917 2.932
C 2.368 -7.635 -0.471
C 0.757 -0.608 5.231
H 0.079 3.562 5.685
O -3.194 -0.545 -1.549
H 3.826 -0.329 -4.692
H 0.427 3.107 -1.885
H -7.305 1.378 -0.273
C -0.579 5.922 -1.792
C 1.573 -6.631 0.360
O 4.831 -1.587 1.723
C -1.663 0.795 -4.135
C -6.222 0.875 -2.081
O 2.202 -3.123 -4.033
H 3.579 2.763 4.498
O -0.065 -3.905 -0.893
H 5.156 -2.326 -3.252
H -3.218 3.279 0.760
H 2.767 1.136 -0.430
O -2.747 -3.626 -2.009
C 4.904 -4.044 -2.105
O -3.482 -3.068 2.469
O 2.731 4.938 4.997
C 1.782 3.971 4.568
H -1.188 1.566 3.098
C 2.659 2.951 -4.502
C 4.023 0.693 -4.368
H 0.975 4.229 3.882
H -2.409 1.871 -6.627
H -4.481 -2.042 3.775
C 1.243 -2.788 5.027
H 1.921 1.177 -3.600
O 3.253 -2.362 -2.267
O 0.898 2.089 -7.304
H -0.027 2.888 -0.122
C -2.880 1.806 -5.646
H -5.335 2.632 -3.004
C 2.605 2.756 4.009
C -3.727 -3.967 4.690
H 3.567 3.451 -4.837
H -7.858 -0.110 -1.060
C -3.600 -2.683 3.812
C 5.473 -0.606 2.349
H 0.236 5.701 -2.481
H 2.445 -5.594 1.987
O -1.527 2.114 -3.927
O -2.149 -2.472 0.645
H -6.532 0.599 -3.090
H -4.617 -4.498 4.352
O -2.715 -4.811 -3.828
H 1.399 2.524 6.117
O -3.745 1.793 3.453
O 1.712 3.253 -5.493
C 1.447 2.136 -6.187
O 1.568 -0.728 4.170
H -0.334 6.749 -1.127
H -5.534 2.851 -1.296
H 2.025 1.846 4.163
H 4.709 1.085 -5.119
H 5.558 -4.709 -2.671
Ca -1.010 -1.849 -1.704
H 1.384 -2.439 2.887
O 0.797 -5.977 -0.669
O -4.412 1.652 1.427
C -4.144 0.213 -1.586
O 1.433 -4.411 0.698
C -5.265 2.111 -2.049
H 3.083 -8.255 0.070
C 3.756 1.312 -0.007
H 3.886 -1.461 -0.089
H -1.005 4.474 -4.542
C -2.418 2.885 -4.693
H -0.964 3.234 2.481
C -2.660 4.990 -2.211
H 1.720 -8.317 -1.021
O -1.583 -3.022 -3.552
O -2.607 0.593 -5.029
C -0.829 4.683 -0.939
C -1.498 2.607 3.196
C 1.155 3.554 5.859
C -4.542 1.137 2.613
O 1.101 -1.754 -2.603
O -2.012 -1.461 2.715
O -1.091 -0.094 -3.468
O 0.521 -1.798 5.736
H -3.816 -3.667 5.734
C 3.816 -1.112 0.941
O 3.257 6.072 6.857
```

Summary:
Lowest unoccupied orbital energy ... -0.04 eV
HOMO level ... -8.21 eV
Energy relative to the best compared isomer or geometry (same formula, charge and spin) ... 27.31 kcal per mole
Kohn-Sham gap ... 8.166 eV
Net charge ... 0



A molecular structure, C23H33As3N4SSn. Source: the OMol25 dataset; level of theory: the ωB97M-V functional and the def2-TZVPD basis.

Structure (XYZ):
```
65
C23H33As3N4SSn, DFT the ωB97M-V functional and the def2-TZVPD basis
C 0.849 -0.631 4.670
H -3.551 0.549 -2.661
H 0.840 3.304 -0.168
N -1.823 -4.819 6.217
C 1.417 3.257 -1.121
C 0.207 -2.542 6.038
H -2.170 -1.286 -0.276
C -2.410 -1.836 0.626
As 1.288 0.083 0.360
H 3.963 2.680 -5.230
C -0.475 2.158 -2.463
N -1.834 -1.427 1.762
S -2.921 -5.896 5.742
C 2.291 -0.245 -5.169
H -4.426 1.710 -1.718
N -0.019 -0.996 3.709
C -1.899 -2.229 2.901
C -1.841 -3.888 5.270
H -3.433 2.262 -3.063
H -3.773 -3.188 -0.277
N -3.303 -5.338 4.246
C 1.288 0.633 -1.564
C -0.848 -2.810 5.157
H 3.713 0.943 0.036
C 1.040 -1.429 5.785
H 3.578 0.308 1.690
C -3.567 -3.586 1.826
H 2.360 -2.000 -0.389
H 2.288 0.287 -1.875
H 2.766 1.854 1.317
H -4.321 -4.366 1.784
C -0.969 -1.980 3.970
C -2.792 -3.348 2.960
H 2.685 -0.517 -4.192
H 3.112 -0.260 -5.881
H 1.966 3.443 -3.430
H -3.506 4.153 -0.542
H 2.783 3.363 -6.437
C 1.967 2.399 -3.220
As 1.595 1.594 -5.034
C 1.725 -1.837 0.488
H 1.600 0.199 4.444
H 1.150 4.227 -1.593
C 2.979 0.831 0.918
H -0.775 1.258 -3.071
C -2.461 3.905 -0.787
H 0.584 -0.075 -2.042
H 0.446 -3.162 6.873
H -0.714 3.084 -2.955
H 1.488 -0.900 -5.481
H 2.516 3.265 -0.903
H -2.296 4.379 -1.774
H -1.785 4.427 -0.080
Sn -0.637 0.395 2.243
H 1.836 -1.188 6.470
C -2.741 -4.123 4.161
H 0.864 -2.447 0.487
C -3.507 1.533 -2.227
C 3.106 2.490 -5.884
C 0.978 2.089 -2.055
C -3.381 -2.836 0.664
H 3.453 1.883 -6.718
As -1.933 1.967 -0.973
H 3.052 2.174 -2.935
H 2.337 -1.902 1.380
```

Summary:
Lowest unoccupied orbital energy (alpha / beta) ... -13.17 / -15.67 eV
HOMO level (alpha / beta) ... -18.70 / -18.41 eV
Energy relative to the best compared isomer or geometry (same formula, charge and spin) ... 11.61 kcal per mole
Kohn-Sham gap (alpha / beta) ... 5.527 / 2.743 eV
Net charge ... +4



A single C14H18N2O molecule. Source: the OMol25 dataset; level of theory: the ωB97M-V functional and the def2-TZVPD basis.

Structure (XYZ):
```
35
C14H18N2O, DFT the ωB97M-V functional and the def2-TZVPD basis
C -1.327 -0.265 1.552
H -3.041 -3.244 -2.873
C 1.183 2.440 -2.271
H 2.377 -0.128 2.801
C 3.635 0.357 -2.035
C -2.655 -1.279 1.495
C 3.301 1.035 -3.521
H -0.394 -1.004 1.601
C 1.483 1.762 -0.773
H 0.738 1.406 3.854
C 2.199 0.379 1.739
H -1.211 -2.114 -0.153
O -3.218 -2.304 -0.858
C 0.032 1.692 2.936
N 3.099 0.023 0.590
H -2.317 1.300 3.029
H 4.569 -0.384 -2.015
N 0.552 2.169 0.334
H -1.652 -3.628 -1.658
C 0.969 1.431 1.575
H -0.259 2.841 3.004
H -1.704 -1.881 -2.447
H -1.367 0.329 0.519
C 2.719 0.707 -0.693
H -3.574 -0.603 1.224
H 3.953 0.772 -4.467
H -2.176 -3.476 0.724
C 2.050 2.096 -3.629
H -1.210 0.006 3.837
C -2.289 -2.375 0.285
H 1.800 2.562 -4.678
C -1.314 0.705 2.875
C -2.375 -2.753 -2.015
H -2.871 -1.796 2.525
H 0.295 3.225 -2.412
```

Summary:
Lowest unoccupied orbital energy ... -1.20 eV
HOMO level ... -8.35 eV
Energy relative to the best compared isomer or geometry (same formula, charge and spin) ... 359.20 kcal per mole
Kohn-Sham gap ... 7.153 eV
SMILES ... COCCCCCc1cnc2ccccc2n1
Net charge ... 0